{
  "formula": "C15H16N5O4PdS2",
  "method": "ωB97M-V with the def2-TZVPD basis set",
  "symbols": ["Pd", "C", "S", "C", "S", "N", "N", "C", "C", "C", "C", "C", "C", "N", "H", "H", "H", "H", "H", "H", "H", "H", "C", "N", "C", "C", "C", "O", "N", "C", "O", "H", "H", "H", "H", "H", "C", "O", "C", "O", "H", "H", "H"],
  "positions_angstrom": [[-1.703, 0.069, -0.156], [-5.211, -3.065, -2.392], [-5.743, -1.371, -2.078], [-4.343, -0.670, -1.349], [-2.904, -1.598, -1.081], [-4.477, 0.599, -1.037], [-3.351, 1.106, -0.463], [-3.336, 2.330, -0.065], [-2.108, 2.830, 0.544], [-1.965, 4.134, 0.986], [-0.755, 4.518, 1.541], [0.268, 3.590, 1.628], [0.054, 2.303, 1.159], [-1.106, 1.921, 0.641], [-6.061, -3.545, -2.870], [-4.976, -3.577, -1.462], [-4.360, -3.084, -3.069], [-4.219, 2.943, -0.196], [-2.791, 4.824, 0.891], [-0.614, 5.529, 1.899], [1.230, 3.850, 2.046], [0.841, 1.565, 1.201], [5.545, -2.494, -0.308], [4.393, -1.618, -0.533], [4.411, -0.724, -1.567], [3.388, 0.086, -1.889], [2.179, 0.047, -1.111], [1.198, 0.753, -1.225], [2.224, -0.915, -0.059], [3.272, -1.795, 0.250], [3.157, -2.634, 1.105], [5.642, -3.207, -1.125], [5.388, -3.032, 0.620], [6.447, -1.891, -0.233], [5.335, -0.711, -2.128], [3.447, 0.780, -2.711], [0.052, -1.093, 2.804], [1.169, -0.807, 1.929], [1.021, -1.084, 0.667], [-0.032, -1.401, 0.133], [0.486, -1.257, 3.784], [-0.481, -1.974, 2.459], [-0.612, -0.228, 2.819]],
  "spin_multiplicity": 1,
  "de_lowest_ev": 0.0000,
  "charge": 1,
  "homo_lumo_gap_ev": 7.18
}

=====

{
  "formula": "C6H10O",
  "method": "ωB97M-V with the def2-TZVPD basis set",
  "symbols": ["C", "C", "C", "C", "O", "C", "C", "H", "H", "H", "H", "H", "H", "H", "H", "H", "H"],
  "positions_angstrom": [[-1.422, 0.242, -1.432], [-0.047, 0.502, -1.222], [0.681, 0.166, 0.738], [1.929, -0.669, 0.519], [1.058, 1.426, 1.190], [-0.440, -0.442, 1.303], [-1.640, -0.750, 1.041], [-2.111, 1.090, -1.469], [-1.812, -0.336, -0.203], [-1.693, -0.585, -2.094], [0.301, 1.531, -1.141], [0.674, -0.170, -1.690], [2.438, -0.817, 1.480], [1.674, -1.650, 0.106], [2.625, -0.158, -0.156], [0.265, 1.871, 1.525], [-2.480, -1.250, 1.505]],
  "spin_multiplicity": 1,
  "de_lowest_ev": 4.0057,
  "charge": 0,
  "homo_lumo_gap_ev": 9.68
}

=====

{
  "formula": "C24H18Cl4N9O2PtS",
  "method": "ωB97M-V with the def2-TZVPD basis set",
  "symbols": ["Pt", "N", "C", "S", "N", "N", "C", "C", "C", "C", "C", "C", "N", "H", "H", "H", "H", "H", "H", "H", "Cl", "C", "C", "Cl", "C", "Cl", "C", "O", "C", "O", "C", "Cl", "C", "C", "N", "C", "C", "N", "C", "N", "N", "N", "C", "C", "C", "C", "C", "C", "H", "H", "H", "H", "H", "H", "H", "H", "H", "H", "H"],
  "positions_angstrom": [[-0.349, -0.526, 0.296], [3.169, -1.786, -1.794], [1.906, -1.413, -1.531], [1.086, -2.212, -0.206], [1.330, -0.549, -2.315], [0.060, -0.279, -1.881], [-0.779, 0.166, -2.725], [-2.195, 0.243, -2.346], [-3.143, 0.842, -3.166], [-4.469, 0.802, -2.776], [-4.802, 0.155, -1.595], [-3.781, -0.407, -0.841], [-2.506, -0.358, -1.205], [3.616, -2.507, -1.259], [3.663, -1.342, -2.548], [-0.472, 0.391, -3.742], [-2.839, 1.326, -4.084], [-5.234, 1.266, -3.385], [-5.825, 0.075, -1.265], [-4.001, -0.924, 0.086], [5.416, 1.191, 4.639], [3.927, 0.872, 3.880], [2.758, 0.558, 4.754], [2.998, 0.637, 6.430], [1.558, 0.203, 4.256], [0.223, -0.205, 5.244], [1.365, 0.104, 2.807], [0.365, -0.414, 2.358], [2.487, 0.683, 1.902], [2.262, 0.940, 0.756], [3.806, 0.923, 2.546], [5.077, 1.329, 1.498], [-2.696, -0.265, 2.701], [-2.449, 0.946, 1.874], [-1.519, 1.075, 0.942], [-1.612, 2.349, 0.430], [-2.607, 3.005, 1.070], [-3.129, 2.113, 1.987], [-4.312, 2.400, 2.795], [-5.523, 2.455, 2.027], [-5.829, 3.635, 1.421], [-6.824, 3.476, 0.648], [-7.216, 2.152, 0.709], [-8.254, 1.489, 0.047], [-8.399, 0.145, 0.296], [-7.554, -0.527, 1.207], [-6.539, 0.120, 1.877], [-6.376, 1.480, 1.592], [-2.246, -1.129, 2.213], [-3.759, -0.457, 2.830], [-2.233, -0.166, 3.684], [-0.954, 2.694, -0.348], [-3.008, 3.997, 0.957], [-4.181, 3.384, 3.238], [-4.401, 1.656, 3.583], [-8.917, 2.027, -0.616], [-9.184, -0.412, -0.197], [-7.722, -1.578, 1.397], [-5.948, -0.398, 2.619]],
  "spin_multiplicity": 1,
  "de_lowest_ev": 0.0000,
  "charge": 1,
  "homo_lumo_gap_ev": 5.45
}

=====

{
  "formula": "C30H58N7O13P",
  "method": "ωB97M-V with the def2-TZVPD basis set",
  "symbols": ["O", "C", "C", "C", "P", "O", "O", "O", "C", "O", "C", "C", "C", "C", "C", "O", "H", "H", "H", "H", "H", "H", "H", "H", "H", "C", "N", "C", "C", "O", "H", "H", "H", "H", "H", "H", "H", "C", "N", "C", "C", "O", "H", "H", "H", "H", "H", "H", "H", "C", "N", "C", "C", "O", "H", "H", "H", "H", "H", "H", "H", "C", "N", "C", "C", "O", "H", "H", "H", "H", "H", "H", "H", "C", "N", "C", "C", "O", "H", "H", "H", "H", "H", "H", "H", "C", "N", "C", "C", "O", "H", "H", "H", "H", "H", "H", "H", "C", "N", "C", "C", "O", "H", "H", "H", "H", "H", "H", "H"],
  "positions_angstrom": [[-4.296, 0.907, 4.421], [-4.274, 1.288, 3.128], [-5.599, 1.154, 2.117], [-5.307, 0.776, 0.676], [-6.680, 0.622, -0.662], [-7.325, -0.819, -0.747], [-5.971, 1.136, -2.206], [-7.857, 1.895, -0.274], [-3.706, 0.530, 0.270], [-3.293, -0.483, -0.521], [-2.650, 1.629, 0.961], [-2.936, 1.985, 2.408], [-2.005, 3.047, 3.242], [-1.916, 4.553, 2.292], [-3.001, 5.795, 2.836], [-3.195, 4.906, 1.466], [-6.683, 1.344, 2.516], [-5.992, 2.156, -2.157], [-7.245, 2.656, 0.026], [-1.755, 2.089, 0.350], [-2.524, 3.427, 4.220], [-0.894, 2.711, 3.395], [-0.788, 4.910, 1.874], [-3.155, 6.758, 2.189], [-4.049, 5.475, 3.253], [0.842, 9.042, -1.139], [0.313, 8.956, 0.201], [-0.854, 8.381, 0.612], [-1.734, 7.744, -0.427], [-1.157, 8.397, 1.803], [1.817, 8.550, -1.150], [0.971, 10.099, -1.385], [0.189, 8.574, -1.877], [0.848, 9.363, 0.958], [-2.625, 7.330, 0.052], [-2.051, 8.492, -1.159], [-1.198, 6.930, -0.922], [-1.454, -1.123, -5.546], [-1.226, -0.150, -4.504], [-1.052, -0.369, -3.169], [-1.095, -1.787, -2.672], [-0.867, 0.582, -2.412], [-0.649, -1.028, -6.279], [-2.406, -0.887, -6.026], [-1.481, -2.144, -5.165], [-1.184, 0.829, -4.759], [-0.941, -1.800, -1.591], [-2.071, -2.229, -2.888], [-0.299, -2.372, -3.142], [1.885, 2.536, -4.119], [1.885, 1.093, -4.054], [2.914, 0.238, -4.318], [4.234, 0.824, -4.731], [2.742, -0.975, -4.213], [1.621, 2.919, -3.130], [1.121, 2.842, -4.838], [2.851, 2.940, -4.420], [1.030, 0.623, -3.783], [4.953, 0.020, -4.905], [4.118, 1.391, -5.659], [4.623, 1.468, -3.937], [3.299, -3.568, 1.438], [1.911, -3.737, 1.079], [1.314, -3.481, -0.121], [2.168, -2.955, -1.239], [0.109, -3.683, -0.258], [3.688, -4.539, 1.753], [3.349, -2.872, 2.279], [3.901, -3.186, 0.613], [1.271, -4.089, 1.780], [1.552, -2.800, -2.129], [2.609, -1.996, -0.954], [2.952, -3.677, -1.484], [0.788, -4.111, 5.093], [1.890, -4.886, 4.574], [2.806, -5.619, 5.269], [2.695, -5.656, 6.767], [3.689, -6.224, 4.665], [-0.136, -4.504, 4.660], [0.922, -3.075, 4.773], [0.725, -4.151, 6.181], [2.032, -4.911, 3.572], [3.493, -6.279, 7.178], [2.800, -4.647, 7.175], [1.734, -6.087, 7.061], [4.287, -4.747, 11.426], [3.731, -4.131, 10.245], [4.249, -3.111, 9.502], [5.565, -2.523, 9.928], [3.640, -2.702, 8.517], [4.425, -5.811, 11.219], [3.567, -4.630, 12.240], [5.241, -4.306, 11.718], [2.844, -4.472, 9.896], [5.848, -1.722, 9.240], [5.479, -2.100, 10.933], [6.344, -3.290, 9.903], [-0.297, -1.235, -11.176], [-0.826, -1.321, -9.836], [-1.993, -1.896, -9.425], [-2.872, -2.533, -10.464], [-2.295, -1.881, -8.234], [0.679, -1.728, -11.187], [-0.167, -0.178, -11.422], [-0.949, -1.703, -11.914], [-0.290, -0.914, -9.079], [-3.763, -2.947, -9.985], [-3.189, -1.785, -11.196], [-2.336, -3.348, -10.959]],
  "smiles": "O=C1C=C(P(=O)(O)O)C(=O)C=C1C[C@@H]1CO1.CNC(C)=O.CNC(C)=O.CNC(C)=O.CNC(C)=O.CNC(C)=O.CNC(C)=O.CNC(C)=O",
  "spin_multiplicity": 1,
  "charge": 0,
  "homo_lumo_gap_ev": 7.17
}

=====

{
  "formula": "C4H12NO3",
  "method": "ωB97M-V with the def2-TZVPD basis set",
  "symbols": ["C", "O", "C", "C", "C", "O", "N", "H", "H", "H", "H", "H", "H", "H", "H", "H", "H", "H", "H", "O"],
  "positions_angstrom": [[-0.673, -0.441, 0.871], [-0.415, -1.786, 0.732], [0.361, 0.450, 0.145], [0.376, 0.317, -1.309], [-0.570, -0.865, -2.037], [-0.650, -0.623, -3.302], [-0.570, 2.464, 1.309], [-0.581, -0.155, 1.931], [-1.676, -0.117, 0.583], [1.355, 0.433, 0.600], [1.363, 0.284, -1.791], [-0.025, 1.214, -1.794], [-1.501, -0.892, -1.453], [0.048, -1.764, -1.817], [-1.235, 2.533, 2.061], [-0.147, 1.568, 0.609], [-0.556, 3.277, 0.712], [0.591, -1.831, 1.005], [2.411, -2.171, 1.904], [2.093, -1.896, 1.039]],
  "spin_multiplicity": 1,
  "de_lowest_ev": 6.6861,
  "charge": -1,
  "homo_lumo_gap_ev": 5.20
}

=====

{
  "formula": "C33H28BaBrN2O2PS2",
  "method": "ωB97M-V with the def2-TZVPD basis set",
  "symbols": ["Ba", "S", "C", "C", "C", "C", "C", "C", "N", "C", "C", "C", "C", "C", "C", "C", "H", "H", "H", "H", "H", "H", "H", "H", "C", "O", "H", "H", "H", "C", "P", "C", "C", "C", "C", "C", "C", "C", "C", "C", "C", "C", "C", "H", "H", "H", "H", "H", "H", "H", "H", "H", "H", "H", "H", "H", "O", "S", "N", "Br", "C", "C", "C", "C", "C", "C", "H", "H", "H", "H"],
  "positions_angstrom": [[0.560, 0.260, 0.100], [2.806, -0.257, 5.102], [1.098, -0.121, 5.339], [0.370, -0.153, 6.522], [-1.005, 0.008, 6.452], [-1.632, 0.210, 5.219], [-0.903, 0.240, 4.045], [0.477, 0.058, 4.095], [1.328, 0.057, 3.008], [2.570, -0.073, 3.342], [3.723, -0.061, 2.433], [5.009, -0.156, 2.990], [6.126, -0.127, 2.180], [5.944, 0.000, 0.803], [4.663, 0.091, 0.278], [3.481, 0.066, 1.046], [0.866, -0.297, 7.474], [-1.594, -0.013, 7.361], [-2.705, 0.354, 5.185], [-1.383, 0.429, 3.095], [5.144, -0.249, 4.066], [7.119, -0.199, 2.609], [6.811, 0.028, 0.148], [4.577, 0.191, -0.804], [-1.430, 0.641, -2.765], [-1.525, 0.767, -1.397], [-0.404, 0.811, -3.152], [-2.070, 1.363, -3.315], [-1.733, -0.360, -3.127], [-2.948, -0.132, 1.007], [-3.705, -0.516, -0.634], [-5.046, -1.677, -0.051], [-5.147, -2.237, 1.220], [-6.108, -3.203, 1.510], [-6.998, -3.623, 0.537], [-6.907, -3.085, -0.744], [-5.934, -2.141, -1.030], [-4.716, 1.040, -0.789], [-4.033, 2.215, -1.124], [-4.715, 3.415, -1.267], [-6.092, 3.473, -1.090], [-6.780, 2.316, -0.758], [-6.098, 1.113, -0.605], [-2.312, -0.959, 1.338], [-3.720, 0.031, 1.764], [-2.364, 0.789, 0.943], [-4.463, -1.929, 2.001], [-6.155, -3.629, 2.506], [-7.746, -4.373, 0.764], [-7.585, -3.415, -1.522], [-5.843, -1.751, -2.040], [-2.955, 2.149, -1.272], [-4.162, 4.312, -1.521], [-6.621, 4.413, -1.205], [-7.853, 2.346, -0.606], [-6.660, 0.229, -0.330], [1.195, 2.642, -1.024], [0.290, 3.451, -0.139], [-0.249, 2.871, 1.095], [0.249, -7.562, -0.878], [0.297, -5.649, -0.642], [1.464, -4.965, -0.926], [1.478, -3.580, -0.744], [0.379, -2.822, -0.293], [-0.764, -3.606, -0.032], [-0.832, -4.992, -0.192], [2.341, -5.497, -1.276], [2.421, -3.077, -0.962], [-1.682, -3.123, 0.307], [-1.742, -5.541, 0.022]],
  "spin_multiplicity": 1,
  "de_lowest_ev": 0.6816,
  "charge": -2,
  "homo_lumo_gap_ev": 5.90
}